Record 1
C16H20CaN2OP as an isolated structure at a distorted geometry, computed with ωB97M-V with the def2-TZVPD basis set.

Results
orbital gap (alpha / beta) = 2.81 / 3.77 eV
E_tot = -1825.24805 Eh
LUMO level (alpha / beta) = 2.26 / 2.26 eV
ΔE to the lowest compared entry with this formula, charge and spin = 0.274 eV
charge = -1

Last column: natural (NBO) charge in e.
CARTESIAN COORDINATES (ANGSTROEM)
C  0.3037  -2.1341  -4.1668  -0.40
C  0.0330  -2.6006  -5.4744  -0.34
C  -1.3073  -3.0930  -5.5221  -0.36
C  -1.8922  -2.9588  -4.2227  -0.34
C  -0.9484  -2.3599  -3.3528  -0.40
Ca  0.7797  0.2041  -1.3750  1.58
P  3.4346  0.8319  -1.2146  -0.31
H  1.2486  -1.7360  -3.7876  0.16
H  0.7420  -2.5834  -6.2983  0.18
H  -1.7995  -3.5097  -6.4007  0.18
H  -1.0730  -2.1481  -2.2836  0.17
H  -2.9043  -3.2503  -3.9425  0.18
H  3.9846  2.1205  -0.9452  -0.02
H  4.3003  0.5077  -2.3170  -0.07
H  4.1956  0.1282  -0.2243  -0.02
C  -1.1748  1.4041  3.7748  -0.42
N  -0.3028  0.4008  3.2159  -0.17
N  -0.2238  0.2402  1.8721  -0.21
C  0.6037  -0.8226  1.5953  0.57
O  0.9712  -1.0946  0.3943  -0.85
C  0.8845  -1.4192  2.8560  -0.40
C  0.2557  -0.6667  3.8223  0.20
C  0.1098  -0.8679  5.2779  -0.65
C  -0.5613  1.2761  0.9144  -0.06
C  -0.0121  2.5441  1.0650  -0.33
C  -0.0808  3.4280  -0.0094  -0.27
C  -0.7108  3.0572  -1.1948  -0.39
C  -1.3535  1.8151  -1.3077  -0.35
C  -1.3073  0.9112  -0.2243  -0.48
H  -2.1757  1.3805  3.3293  0.22
H  -0.7612  2.4085  3.6470  0.21
H  -1.2515  1.1912  4.8406  0.21
H  1.4845  -2.2946  3.0094  0.23
H  0.5062  -0.0206  5.8602  0.22
H  -0.9359  -1.0516  5.5798  0.22
H  0.6824  -1.7574  5.5607  0.23
H  0.4331  2.8268  2.0167  0.19
H  0.3238  4.4333  0.1073  0.20
H  -0.7628  3.7669  -2.0274  0.21
H  -1.9329  1.5620  -2.2024  0.23
H  -1.8052  -0.0694  -0.2452  0.23

***

Record 2
C16H20ClInN2O4SSe2 as an isolated structure at a distorted geometry, computed with ωB97M-V with the def2-TZVPD basis set.

Results
orbital gap (alpha / beta) = 4.63 / 4.64 eV
E_tot = -6882.20241 Eh
LUMO level (alpha / beta) = -1.81 / -1.81 eV
ΔE to the lowest compared entry with this formula, charge and spin = 32.049 eV
charge = 0

Last column: natural (NBO) charge in e.
CARTESIAN COORDINATES (ANGSTROEM)
In  -0.8097  -0.4081  3.3433  1.07
O  -6.1681  -0.9669  -2.0043  -0.74
C  -5.4268  0.2478  -1.9604  -0.06
C  -4.0256  -0.0440  -1.4190  -0.15
C  -3.4421  -1.2921  -2.1193  -0.07
O  -3.7386  -1.3493  -3.4985  -0.72
C  -4.1165  -0.2949  0.0803  -0.58
Se  -2.3357  -0.6501  0.8130  0.52
C  -3.1553  1.1849  -1.7055  -0.54
Se  -1.5796  1.2261  -0.5177  -0.01
H  -7.0807  -0.7711  -2.2343  0.48
H  -5.9177  0.9847  -1.3155  0.17
H  -5.3344  0.6751  -2.9647  0.18
H  -3.8058  -2.1857  -1.6019  0.18
H  -2.3541  -1.2668  -2.0399  0.20
H  -4.6743  -1.5674  -3.5817  0.48
H  -4.7190  -1.1699  0.3151  0.26
H  -4.5069  0.5707  0.6160  0.23
H  -3.7088  2.1098  -1.5437  0.22
H  -2.7885  1.1577  -2.7309  0.24
Cl  4.3862  0.6990  -0.6386  1.80
C  3.7577  0.1300  0.6448  -0.29
C  3.4117  0.8821  1.8218  -0.16
C  2.7238  0.4492  2.9175  -0.23
C  2.3284  -0.8941  3.0533  -0.13
C  1.4664  -1.3475  4.1191  -0.65
C  2.8005  -1.7283  2.0383  -0.20
C  3.4895  -1.2335  0.9537  -0.24
H  3.6716  1.9352  1.7218  0.21
H  2.4613  1.1667  3.6862  0.21
H  1.4355  -0.7786  5.0393  0.22
H  1.2659  -2.4090  4.1967  0.22
H  2.6566  -2.7998  2.1030  0.22
H  3.8945  -1.9163  0.2074  0.22
S  1.5768  0.5890  -0.9183  0.36
C  2.5697  1.6523  -2.0780  0.12
N  3.4687  2.8591  -1.4908  -0.59
C  4.5523  2.1779  -0.8225  -0.40
C  5.6632  0.6149  0.0741  -0.65
C  4.9332  -0.2293  -1.6038  -0.69
N  3.1635  0.8404  -1.2293  -0.83
H  3.4367  3.8146  -1.8037  0.42
H  5.3776  2.8258  -0.5740  0.24
H  6.1183  0.1046  0.8965  0.25
H  5.2130  -1.0542  -2.2146  0.27
O  -2.7099  -1.3668  3.5553  -0.56
O  -3.4245  -1.1741  2.4143  -0.48

***

> Which formula does entry 2 have?

C16H20ClInN2O4SSe2